C49H99ClN7O12P | wB97M-V/def2-TZVPD

Positions of all 169 atoms, in Å:
C  3.5762  -5.5649  0.0948
O  4.1512  -5.0973  -1.2093
C  4.3605  -3.6557  -0.9909
C  4.7501  -2.8006  -2.3356
C  3.8121  -1.4621  -2.5825
C  2.2007  -1.7659  -2.6252
C  1.6093  -0.9693  -3.9534
C  1.3414  0.6204  -3.5078
C  -0.1621  0.6260  -2.8177
C  -0.4984  1.9676  -1.9392
C  -1.5315  1.7457  -0.6881
C  -1.0968  0.4862  0.3228
C  -2.4341  -0.5195  0.3127
C  -2.6286  -1.3281  -1.0999
C  -4.2155  -1.8538  -1.1280
C  -4.3913  -3.4039  -0.6233
O  -5.8251  -3.6487  -0.2809
O  -0.9741  0.9588  1.7087
C  0.4451  0.9190  2.1754
C  0.4182  1.7404  3.6326
C  1.9073  2.0406  4.2427
O  2.4748  3.3634  3.8303
C  0.9879  -0.5868  2.5254
O  1.8189  -1.2010  1.4517
C  3.0916  -1.6912  2.0717
Cl  2.8609  -3.2121  3.1145
C  -0.2289  -1.6906  2.8098
C  -0.4302  -3.0001  1.7885
C  -1.6009  -4.1662  2.0469
C  -2.6088  -4.1002  3.3382
C  -2.4379  -2.7917  4.3441
C  -1.2673  -1.6254  4.0845
P  1.5339  1.9287  0.9829
C  1.1025  3.7860  0.9503
C  3.3967  1.5862  1.1674
H  4.2862  -5.1274  0.9481
H  2.5112  -5.0703  0.3090
H  3.5057  -6.7309  0.1735
H  3.3396  -3.2383  -0.5446
H  5.2349  -3.5375  -0.2037
H  5.8538  -2.3838  -2.1542
H  4.7954  -3.4400  -3.3229
H  4.0437  -0.5791  -1.8423
H  4.1165  -1.0593  -3.6640
H  1.9582  -2.9298  -2.6414
H  1.7120  -1.3709  -1.6109
H  0.5158  -1.4160  -4.1207
H  2.2905  -1.0703  -4.9000
H  2.1832  1.0404  -2.8103
H  1.3503  1.3079  -4.4838
H  -0.9267  0.6279  -3.7345
H  -0.2651  -0.3883  -2.2438
H  -1.0412  2.7243  -2.6864
H  0.5216  2.4719  -1.6658
H  -2.6087  1.6250  -1.1309
H  -1.4826  2.7333  -0.0225
H  -0.1893  -0.1323  -0.0789
H  -3.3605  0.2293  0.3938
H  -2.4970  -1.2045  1.2595
H  -1.9107  -2.2504  -1.1895
H  -2.5388  -0.6176  -2.0538
H  -4.5156  -1.8416  -2.2816
H  -4.9204  -1.0766  -0.6071
H  -4.1536  -4.1406  -1.5178
H  -3.7360  -3.5820  0.3300
H  -6.2934  -4.0738  -1.0800
H  -0.2214  1.2006  4.4500
H  -0.1072  2.7869  3.4038
H  2.6979  1.1934  4.0810
H  1.7699  2.1333  5.4251
H  3.4844  3.3494  3.9782
H  1.6687  -0.6392  3.5048
H  3.6667  -0.8219  2.6527
H  3.8274  -1.9905  1.1829
H  0.2469  -3.1901  0.8377
H  -1.6794  -5.0917  1.2974
H  -3.3870  -4.9645  3.4833
H  -3.1627  -2.7550  5.2737
H  -1.1952  -0.7428  4.8762
H  1.0456  4.0979  -0.2006
H  1.9547  4.4171  1.4462
H  0.0834  4.0462  1.5082
H  3.8176  1.6106  2.2583
H  3.6408  0.5993  0.5703
H  3.9661  2.4564  0.5810
C  -4.7486  -9.5895  5.0603
N  -4.8518  -8.2393  4.5609
C  -5.0851  -7.0935  5.2644
C  -5.2641  -7.2028  6.7539
O  -5.1429  -6.0162  4.6771
H  -3.7612  -9.9751  4.7927
H  -5.5146  -10.1930  4.5661
H  -4.8813  -9.6468  6.1411
H  -4.7425  -8.0833  3.5656
H  -5.4419  -6.2092  7.1738
H  -6.1272  -7.8338  6.9820
H  -4.3601  -7.6142  7.2104
C  -7.9367  -1.8053  0.6453
N  -8.4818  -0.5107  0.3134
C  -9.6745  -0.2239  -0.2843
C  -10.5691  -1.3721  -0.6636
O  -9.9870  0.9450  -0.4961
H  -7.7627  -1.8331  1.7243
H  -6.9810  -1.9139  0.1256
H  -8.6000  -2.6233  0.3624
H  -7.9373  0.3139  0.5379
H  -11.4802  -0.9864  -1.1287
H  -10.0617  -2.0202  -1.3830
H  -10.8494  -1.9388  0.2281
C  6.0765  -3.2352  8.0503
N  5.5314  -1.9407  7.7183
C  4.3387  -1.6538  7.1207
C  3.4441  -2.8020  6.7413
O  4.0262  -0.4849  6.9088
H  6.2505  -3.2630  9.1293
H  7.0322  -3.3439  7.5306
H  5.4132  -4.0532  7.7673
H  6.0759  -1.1160  7.9429
H  2.5330  -2.4164  6.2762
H  3.9515  -3.4502  6.0219
H  3.1638  -3.3687  7.6331
C  -11.4069  4.2673  -4.1262
N  -12.5787  4.0995  -3.3004
C  -12.8306  3.1254  -2.3786
C  -11.7814  2.0697  -2.1613
O  -13.8899  3.1310  -1.7568
H  -10.9748  5.2471  -3.9061
H  -11.7234  4.2424  -5.1724
H  -10.6593  3.4925  -3.9536
H  -13.3316  4.7721  -3.3889
H  -12.1251  1.3652  -1.3993
H  -11.6078  1.5179  -3.0889
H  -10.8534  2.5304  -1.8127
C  2.1734  8.7998  -1.4739
N  1.4853  7.6460  -0.9464
C  0.6566  7.5777  0.1356
C  0.3976  8.8419  0.9084
O  0.1485  6.5045  0.4501
H  1.8496  8.9440  -2.5081
H  3.2463  8.5898  -1.4607
H  1.9726  9.7050  -0.8999
H  1.6094  6.7551  -1.4132
H  -0.2797  8.6291  1.7397
H  1.3346  9.2297  1.3167
H  -0.0730  9.5866  0.2611
C  5.7838  1.0097  -8.1987
N  5.1381  0.7242  -6.9398
C  5.5884  0.9907  -5.6795
C  6.9237  1.6678  -5.5345
O  4.9060  0.6778  -4.7073
H  5.1205  1.6550  -8.7810
H  5.9215  0.0646  -8.7308
H  6.7495  1.5000  -8.0717
H  4.2333  0.2681  -6.9542
H  7.1458  1.8131  -4.4740
H  7.7090  1.0441  -5.9698
H  6.9018  2.6468  -6.0203
C  11.2482  5.5935  -3.6216
N  9.9952  4.9530  -3.9424
C  9.5900  4.4416  -5.1409
C  10.5373  4.5347  -6.3056
O  8.4801  3.9251  -5.2417
H  11.7257  5.0220  -2.8212
H  11.0304  6.6022  -3.2604
H  11.9199  5.6510  -4.4787
H  9.3032  4.8523  -3.2090
H  10.0749  4.0858  -7.1887
H  10.7579  5.5825  -6.5259
H  11.4586  3.9900  -6.0833

For the HOMO energy, the calculation gives -6.84 eV. Its gap between HOMO and LUMO is 7.36 eV. The calculation puts the strongest force on any atom at 5.11 eV/A. As for the charge: 0.

Results of the Löwdin charge analysis, in e, for atoms 1 through 5: C -0.125; O -0.249; C -0.252; C -0.160; C -0.213

=====

C4BrClN2 | wB97M-V/def2-TZVPD

Positions of all 8 atoms, in Å:
N  0.3258  -1.9264  -2.0254
C  0.2705  -1.1207  -1.1688
C  0.0602  -0.0468  -0.2682
C  0.6063  1.1783  -0.6148
N  1.0991  2.1782  -0.7614
C  -0.5133  -0.0803  1.0190
Cl  -0.9439  1.4082  1.7563
Br  -0.9047  -1.5905  2.0634

For the HOMO energy, the calculation gives -10.31 eV. Its gap between HOMO and LUMO is 8.77 eV. The calculation puts the strongest force on any atom at 3.67 eV/A. As for the charge: 0. The energy above the lowest of the compared OMol25 structures with the same formula, charge and spin comes out at 0.00 kcal per mole.

Results of the Löwdin charge analysis, in e, for atoms 1 through 5: N 0.186; C -0.180; C -0.344; C -0.288; N 0.206

=====

C4H10BIO2 | wB97M-V/def2-TZVPD

Positions of all 18 atoms, in Å:
O  2.8272  -1.3675  -0.0053
O  1.6158  -0.7986  -0.4257
C  1.7780  0.5990  -0.7302
B  0.6779  1.5653  -0.0655
C  -0.8779  1.2303  0.1611
C  -1.1868  -0.1760  0.8314
C  -2.0172  -1.0896  -0.1612
I  -0.9831  -2.9607  -0.6763
H  2.6062  -1.9697  0.7218
H  2.7856  0.9196  -0.3386
H  1.8517  0.6931  -1.8501
H  1.0530  2.6555  0.2515
H  -1.4775  1.3728  -0.7804
H  -1.2681  2.0140  0.8690
H  -0.2956  -0.6874  1.2585
H  -1.8702  0.0196  1.7017
H  -2.2715  -0.5945  -1.1216
H  -2.9474  -1.4252  0.3599

For the HOMO energy, the calculation gives -9.04 eV. Its gap between HOMO and LUMO is 9.25 eV. The calculation puts the strongest force on any atom at 1.62 eV/A. As for the charge: 0.

Results of the Löwdin charge analysis, in e, for atoms 1 through 5: O -0.042; O -0.281; C -0.148; B -0.037; C -0.167

=====

C4H10BN2O4P | wB97M-V/def2-TZVPD

Positions of all 22 atoms, in Å:
C  1.0687  2.2588  1.8895
C  0.9147  1.0823  1.5729
C  0.5820  -0.4500  1.4225
P  -0.7021  -0.9072  2.7688
O  -1.7797  0.4383  2.8356
B  -2.6269  0.4994  1.6999
O  -4.0595  0.5191  1.8818
O  -2.1740  0.5450  0.3392
H  0.9870  3.2438  2.4260
H  0.1591  -0.6576  0.3747
H  1.4919  -1.1079  1.5377
H  -1.4067  -2.0963  2.3762
H  -4.3003  1.4223  1.5724
H  -1.6339  1.3620  0.2462
N  2.6645  -1.3960  -2.9185
C  1.4986  -0.9217  -2.4072
N  0.8573  -0.0178  -3.1926
O  1.0608  -1.2801  -1.3248
H  3.0413  -1.1147  -3.8047
H  3.1683  -2.0679  -2.3648
H  -0.0105  0.3560  -2.8468
H  1.1994  0.2900  -4.0840

For the HOMO energy, the calculation gives -8.33 eV. Its gap between HOMO and LUMO is 8.73 eV. The calculation puts the strongest force on any atom at 3.16 eV/A. As for the charge: 0.

Results of the Löwdin charge analysis, in e, for atoms 1 through 5: C 0.056; C -0.185; C -0.381; P 0.936; O -0.227

=====

C4H10BrCl2N2OP | wB97M-V/def2-TZVPD

Positions of all 21 atoms, in Å:
O  -1.0124  -1.0089  1.3275
P  -0.2000  0.1067  0.9742
Br  0.8586  1.0203  2.6943
N  -1.0465  1.6354  0.4593
C  -2.2757  1.4831  -0.2132
C  -2.0394  0.8286  -1.5867
Cl  -3.4779  0.8691  -2.6360
N  0.9322  -0.1845  -0.4242
C  1.4784  -1.4906  -0.1957
C  2.4900  -1.6397  0.9120
Cl  3.9381  -0.5955  0.7255
H  -0.4438  2.1535  -0.0975
H  -2.8115  0.7432  0.4180
H  -2.6179  2.4366  -0.3679
H  -1.7083  -0.1921  -1.3507
H  -1.2155  1.3645  -2.1283
H  1.6887  0.5898  -0.2900
H  0.5294  -2.0662  0.1114
H  2.0261  -1.8695  -1.1412
H  2.7731  -2.7835  0.9159
H  2.1344  -1.4004  1.8934

For the HOMO energy, the calculation gives -9.89 eV. Its gap between HOMO and LUMO is 10.23 eV. The calculation puts the strongest force on any atom at 6.51 eV/A. As for the charge: 0. The energy above the lowest of the compared OMol25 structures with the same formula, charge and spin comes out at 0.00 kcal per mole.

Results of the Löwdin charge analysis, in e, for atoms 1 through 5: O -0.311; P 0.281; Br 0.430; N -0.178; C -0.356

=====

C4H10BrO4V | wB97M-V/def2-TZVPD

Positions of all 20 atoms, in Å:
V  -6.8978  -13.3315  -22.9758
Br  -6.3996  -14.9504  -21.9051
C  -7.2258  -15.9610  -19.3832
O  -6.2516  -16.5843  -20.1556
H  -7.5896  -16.7607  -18.7381
H  -6.9836  -15.0435  -18.8469
H  -8.0483  -15.7397  -20.0633
H  -5.9645  -15.9737  -20.8385
C  -3.7570  -11.6977  -18.9329
O  -3.8445  -12.9081  -19.7827
C  -2.9336  -13.8590  -19.5550
O  -2.1514  -13.9562  -18.6517
O  -2.9605  -14.8605  -20.5018
C  -3.8898  -14.8897  -21.5784
H  -4.7309  -11.2274  -18.7976
H  -3.1249  -10.9924  -19.4724
H  -3.3565  -11.7215  -17.9194
H  -3.8493  -15.8542  -22.0847
H  -3.7685  -14.0626  -22.2779
H  -4.8713  -14.6866  -21.1501

For the HOMO energy (alpha / beta), the calculation gives -13.35 / -13.49 eV. Its gap between HOMO and LUMO (alpha / beta) is 7.04 / 7.07 eV. Its expectation value of S² is 3.80. The calculation puts the strongest force on any atom at 6.84 eV/A. The multiplicity is 4. As for the charge: +1.

Results of the Löwdin charge analysis, in e, for atoms 1 through 5: V 0.771; Br 0.876; C -0.204; O -0.216; H 0.104

=====

C4H10Cl2O2SSi | wB97M-V/def2-TZVPD

Positions of all 20 atoms, in Å:
C  -0.7279  -1.5566  1.4922
C  -0.3645  2.3049  -0.5923
C  0.1126  -0.6867  -2.2092
C  -0.2726  -0.3852  0.7802
O  2.0502  0.7779  0.2272
O  1.9260  -1.6984  0.5514
Si  -0.7395  0.5004  -0.8671
S  1.4956  -0.3543  0.8876
Cl  -2.7601  0.1262  -0.7489
Cl  2.0050  -0.3891  2.9473
H  -1.7706  -1.5623  1.2740
H  -0.4462  -1.5119  2.6097
H  -0.3907  -2.4318  0.9237
H  0.5199  2.2841  -0.0930
H  -0.2840  2.9712  -1.4859
H  -1.1760  2.8540  -0.1330
H  0.5609  -0.0196  -2.9581
H  1.0548  -1.1741  -1.7829
H  -0.6240  -1.0557  -2.8944
H  -0.1689  1.0067  2.0714

For the HOMO energy, the calculation gives -10.14 eV. Its gap between HOMO and LUMO is 9.15 eV. The calculation puts the strongest force on any atom at 5.95 eV/A. As for the charge: 0. The energy above the lowest of the compared OMol25 structures with the same formula, charge and spin comes out at 86.57 kcal per mole.

Results of the Löwdin charge analysis, in e, for atoms 1 through 5: C -0.203; C -0.195; C -0.163; C -0.532; O -0.345

=====

C4H10Cl4MgO2 | wB97M-V/def2-TZVPD

Positions of all 21 atoms, in Å:
Mg  2.7582  1.5903  -6.7039
Cl  0.7270  -2.1472  -5.5248
Cl  6.8845  1.4116  -5.5861
Cl  2.7231  1.4822  -10.8664
Cl  1.0762  4.9837  -5.2372
C  1.3493  0.4730  1.0893
O  0.4957  -0.6220  1.5419
C  -0.8166  -0.1222  1.5123
C  -1.7571  -1.2224  1.7371
O  -1.5757  -1.8104  3.0122
C  -2.4168  -1.1834  4.0115
H  1.3541  0.5085  -0.0001
H  2.3509  0.2535  1.4592
H  0.9533  1.4393  1.4017
H  -1.0294  0.2916  0.5266
H  -1.0678  0.6581  2.2307
H  -1.4855  -1.9757  0.9975
H  -2.7780  -0.9609  1.4586
H  -3.4776  -1.2643  3.7746
H  -2.0272  -0.1770  4.1650
H  -2.2404  -1.6064  5.0004

For the HOMO energy, the calculation gives -3.60 eV. Its gap between HOMO and LUMO is 4.13 eV. The calculation puts the strongest force on any atom at 1.95 eV/A. As for the charge: -2. The energy above the lowest of the compared OMol25 structures with the same formula, charge and spin comes out at 204.03 kcal per mole.

Results of the Löwdin charge analysis, in e, for atoms 1 through 5: Mg 1.070; Cl -0.797; Cl -0.774; Cl -0.751; Cl -0.748

=====

C4H10ClN | wB97M-V/def2-TZVPD

Positions of all 16 atoms, in Å:
C  -1.2057  -0.0848  1.2559
C  -0.4541  -0.1972  -0.1221
C  1.0342  -0.2088  -0.3309
C  1.4738  1.2905  -0.2129
H  -2.4689  0.3402  0.5911
H  -1.1638  -1.0989  1.9916
H  -0.5579  0.7417  1.7936
H  -0.8746  0.4376  -0.9161
H  -2.0915  -1.0756  -1.0086
H  -0.4013  -1.5692  -1.5372
H  0.9493  -0.5614  -1.4994
H  0.5618  2.0903  -0.3067
H  1.7430  1.0301  1.0735
H  2.4902  1.6694  -0.6486
N  -1.0291  -1.4902  -0.5554
Cl  1.9945  -1.3134  0.4322

For the HOMO energy, the calculation gives -9.76 eV. Its gap between HOMO and LUMO is 10.20 eV. The calculation puts the strongest force on any atom at 6.81 eV/A. As for the charge: 0. The energy above the lowest of the compared OMol25 structures with the same formula, charge and spin comes out at 144.12 kcal per mole.

Results of the Löwdin charge analysis, in e, for atoms 1 through 5: C -0.089; C -0.676; C -0.962; C -0.127; H 0.189

=====

Number 3 is which compound?
C4H10BIO2

=====

Number 4 is which compound?
C4H10BN2O4P

=====

The lowest charge belongs to which entry?
C4H10Cl4MgO2